Entry 1:
Computed, not measured: C14H18Cl2N2STl as an isolated structure, with wB97M-V/def2-TZVPD.

```
38
Properties=species:S:1:pos:R:3:mulliken_charge:R:1
Tl 0.8132 0.4442 1.5126 0.92
Cl -0.7249 2.2242 0.8129 -0.57
Cl 2.0547 0.8283 3.5366 -0.56
C 1.6019 -0.2466 -0.6227 -0.79
H 1.2400 0.5673 -1.2609 0.11
H 2.6863 -0.3197 -0.5106 0.40
C -0.7686 -1.5281 -2.4343 -0.04
C 0.4562 -1.8855 -2.9094 -0.55
H -1.3030 -2.1707 -1.7320 0.33
C 1.1670 -1.1395 -3.9941 -0.53
H 0.9771 -2.7649 -2.5193 0.30
C 0.6759 0.3165 -4.1368 -0.65
H 2.2529 -1.1690 -3.8201 0.28
H 1.0020 -1.6447 -4.9609 0.37
C -0.8386 0.4534 -3.9986 -0.77
H 1.1871 0.9324 -3.3877 0.29
H 0.9781 0.6938 -5.1203 0.34
C -1.3948 -0.2017 -2.7138 -0.37
H -1.1223 1.5120 -4.0237 0.34
H -1.3144 -0.0267 -4.8624 0.30
H -1.2406 0.4788 -1.8535 0.06
H -2.4838 -0.3246 -2.8046 0.39
N 0.8309 -3.0083 0.6192 -0.67
C -0.1896 -2.7367 1.3525 0.53
N -0.5844 -1.5010 1.7782 -0.35
C -1.7845 -1.4646 2.4453 0.30
C -2.4472 -0.3129 2.9172 -0.32
C -3.5830 -0.4559 3.7052 -0.71
C -4.0906 -1.7345 4.0030 -0.42
C -3.4780 -2.8865 3.4940 -0.48
C -2.3444 -2.7492 2.6995 0.58
S -1.3770 -3.9680 1.9421 -0.35
H 0.8911 -4.0108 0.4054 0.19
H 1.0943 -1.2130 -0.7195 0.02
H -2.0444 0.6615 2.6238 0.08
H -4.0795 0.4333 4.0920 0.36
H -4.9721 -1.8293 4.6373 0.32
H -3.8452 -3.8925 3.6958 0.34
```

Results
relative energy (zero: lowest compared OMol25 entry of this formula, charge and spin)	39.17	kJ/mol
orbital gap	7.1	eV
charge	-1
strongest force on any atom	2.85	eV Å⁻¹
total energy	-2144.9472	hartree
highest occupied orbital energy	-4.4	eV


Entry 2:
Computed, not measured: C14H18Cl5CoN2O2 as an isolated structure, with wB97M-V/def2-TZVPD.

```
42
Properties=species:S:1:pos:R:3:mulliken_spin:R:1
Co 0.5654 0.0354 0.2502 2.92
Cl -0.5204 -1.7227 -1.1671 0.03
C 1.1840 -1.9190 -1.4248 -0.08
C 1.9721 -1.0395 -0.6824 0.09
C 3.3446 -1.1753 -0.8476 -0.04
Cl 4.3983 -0.1141 0.0073 0.00
C 3.9022 -2.1502 -1.6876 -0.01
Cl 5.6102 -2.3350 -1.8077 0.00
C 3.0652 -2.9860 -2.4249 0.01
Cl 3.7369 -4.1587 -3.4851 0.00
C 1.6808 -2.8710 -2.3075 -0.01
Cl 0.6214 -3.8531 -3.2408 0.00
C -2.0432 0.2223 2.3347 0.03
O -0.7966 0.2595 2.9710 0.09
C 0.3372 -0.0077 2.2287 0.88
C 1.4520 -0.4015 3.1609 -0.02
H -2.6585 -0.5509 2.8052 0.00
H -1.9286 -0.0038 1.2662 0.00
H -2.5393 1.1880 2.4629 0.00
H 1.1386 -0.1962 4.1861 0.01
H 2.3720 0.1415 2.9471 0.02
H 1.6719 -1.4699 3.0754 0.04
C 1.2919 4.5206 -1.9713 0.00
N 0.9276 3.1182 -1.9275 0.00
C 2.0538 2.2023 -1.9295 0.02
C -0.2158 2.6589 -1.3548 0.04
O -0.2758 1.5294 -0.8312 -0.03
N -1.3210 3.4575 -1.3518 0.00
C -1.6393 4.3943 -2.4081 0.00
C -2.4325 3.0398 -0.5236 -0.01
H 2.2517 4.6547 -1.4697 0.00
H 0.5543 5.1247 -1.4541 0.00
H 1.3908 4.8555 -3.0070 0.00
H 2.8466 2.6195 -2.5452 0.00
H 1.7494 1.2435 -2.3466 0.00
H 2.4280 2.0337 -0.9099 0.00
H -1.0149 4.2117 -3.2788 0.00
H -1.5104 5.4307 -2.0864 0.00
H -2.6826 4.2679 -2.6986 0.00
H -2.0372 2.4367 0.2893 0.01
H -3.1578 2.4423 -1.0844 0.00
H -2.9178 3.9271 -0.1167 0.00
```

Results
relative energy (zero: lowest compared OMol25 entry of this formula, charge and spin)	0.00	kJ/mol
orbital gap (spin up / spin down)	5.6 / 9.1	eV
charge	0
spin multiplicity	5
strongest force on any atom	1.07	eV Å⁻¹
total energy	-4487.8715	hartree
highest occupied orbital energy (spin up / spin down)	-5.3 / -8.9	eV


Entry 3:
Computed, not measured: C14H18Cl5N9O2PdSi3 as an isolated structure, with wB97M-V/def2-TZVPD.

```
52
Properties=species:S:1:pos:R:3:mulliken_spin:R:1
Pd 6.8050 10.9577 11.6386 0.66
N 7.4363 12.5009 15.2449 0.02
C 6.5083 13.0322 14.3631 0.02
N 6.2545 14.3457 14.2860 0.00
N 5.4207 14.4784 13.2709 0.07
N 5.1942 13.2860 12.7349 0.02
N 5.7852 12.3242 13.4441 0.00
C 7.4105 11.2353 15.8193 -0.03
N 7.3509 10.9111 17.1101 0.01
N 7.4208 9.5514 17.1243 0.52
N 7.6307 9.1197 15.8670 0.22
N 7.6340 10.1926 15.0119 0.21
H 7.6503 13.1988 15.9465 0.01
C 5.8788 7.7776 9.7502 0.00
Si 7.1471 9.2122 9.8254 0.04
C 8.8637 9.5308 9.0035 0.00
C 8.1214 8.2173 11.2857 0.09
C 8.3664 6.8972 10.8866 0.00
C 9.3171 6.1016 11.5115 0.00
C 9.9775 6.5798 12.6310 0.01
C 9.6310 7.8109 13.1372 -0.01
C 8.7264 8.6464 12.4683 -0.02
Si 8.5550 10.3464 13.1732 0.66
C 7.1310 7.8303 15.3741 0.10
C 10.3218 11.0457 13.4733 0.07
H 6.1725 7.0255 8.9958 0.00
H 4.9093 8.2157 9.4589 0.00
H 5.7954 7.2641 10.7092 0.01
H 9.0596 8.8808 8.1167 0.00
H 9.7256 9.3424 9.6715 0.00
H 8.9420 10.5787 8.6349 0.00
H 7.8454 6.5032 10.0017 0.00
H 9.5520 5.1030 11.1333 0.00
H 10.7459 5.9719 13.1014 0.00
H 10.1190 8.1651 14.0458 0.00
H 7.9971 7.1377 15.4333 0.01
H 6.8134 7.9118 14.3305 0.02
H 6.3484 7.4212 16.0479 -0.05
H 10.8685 10.6700 14.3542 0.00
H 10.1550 12.1343 13.6129 0.00
H 10.9230 10.9489 12.5491 0.01
Cl 3.5843 14.1540 10.1770 0.08
Si 5.0022 12.7349 10.7960 1.11
Cl 5.1784 9.4680 12.2784 0.12
Cl 8.6559 12.2475 11.2218 0.11
Cl 5.4875 13.0327 7.4073 0.01
C 5.8613 11.4134 6.7273 -0.01
Cl 7.3945 11.5098 5.8502 0.00
C 6.0196 10.1791 7.6872 0.01
O 5.9046 9.0243 7.3124 0.00
O 6.4141 10.5653 8.8874 -0.09
H 5.0994 11.2564 5.9628 0.00
```

Results
orbital gap (spin up / spin down)	4.4 / 5.9	eV
charge	-2
spin multiplicity	5
strongest force on any atom	2.40	eV Å⁻¹
total energy	-4484.9064	hartree
highest occupied orbital energy (spin up / spin down)	-0.1 / -2.9	eV


Entry 4:
Computed, not measured: C14H18ClMgMn as an isolated structure, with wB97M-V/def2-TZVPD.

```
35
Properties=species:S:1:pos:R:3:mulliken_spin:R:1
Mn 1.9766 1.0781 -2.4784 4.18
Cl 1.1754 3.1670 -2.0775 0.06
C 0.9571 0.4751 -3.9652 -0.01
C 3.7520 1.3849 -3.0078 -0.14
H 1.6414 0.1990 -4.7541 0.03
H 0.3423 -0.3282 -3.6072 0.00
H 0.3222 1.3252 -4.2478 0.03
H 3.8733 0.9304 -3.9944 0.04
H 4.3224 0.9300 -2.2036 0.02
H 3.8190 2.4725 -3.0051 0.03
Mg 1.4569 -0.3161 0.4499 0.06
C 2.2018 0.7201 2.0933 -0.01
C 2.2646 -0.7218 -1.4750 -0.35
H 3.1412 0.1441 2.3770 0.00
H 2.4715 1.7877 1.8946 0.00
H 1.5229 0.6635 2.9626 0.00
H 3.3555 -0.9436 -1.5452 0.04
H 1.8048 -1.4916 -2.1581 0.04
C -3.7952 0.9161 2.9041 0.00
C -2.8122 1.7446 2.2962 0.00
C -1.8533 1.1929 1.4943 0.00
C -1.7555 -0.1825 1.2398 -0.01
C -0.7395 -0.8258 0.5716 0.04
C -0.6802 -2.1666 0.3350 -0.02
C -1.6360 -3.0772 0.9130 -0.01
C -2.6230 -2.4891 1.6641 0.00
C -2.7457 -1.0625 1.8477 0.00
C -3.7786 -0.4802 2.6778 0.00
H -4.5791 1.3512 3.5437 0.00
H -2.8630 2.8121 2.4551 0.00
H -1.1063 1.7897 0.9894 0.00
H 0.0984 -2.6131 -0.2598 0.00
H -1.5990 -4.1588 0.7677 0.00
H -3.4126 -3.0879 2.1416 0.00
H -4.5200 -1.1393 3.1606 0.00
```

Results
orbital gap (spin up / spin down)	3.9 / 5.9	eV
charge	-2
spin multiplicity	5
strongest force on any atom	3.93	eV Å⁻¹
total energy	-2355.4072	hartree
highest occupied orbital energy (spin up / spin down)	1.0 / -0.9	eV


Entry 5:
Computed, not measured: C14H18ClNO3V as an isolated structure, with wB97M-V/def2-TZVPD.

```
38
Properties=species:S:1:pos:R:3:mulliken_spin:R:1
Cl -2.4027 0.3199 -2.3011 0.01
C 0.0036 -2.7279 -3.1139 -0.04
C 1.1177 -2.0337 -2.5125 0.00
C 1.1295 -0.6973 -3.0161 -0.06
H 1.8905 -2.4689 -1.8829 0.00
C 0.0472 -0.5529 -3.9493 -0.06
C -0.6511 -1.8175 -3.9980 -0.01
H -1.4838 -2.0277 -4.6696 0.00
H -0.2408 -3.7785 -2.9867 0.00
H 1.8635 0.0869 -2.8027 0.00
C -0.2744 0.6885 -4.7136 0.00
V -0.7969 -1.0827 -1.9222 1.15
C -0.2543 -2.0004 -0.3538 -0.03
C -2.5214 -2.2453 -1.2677 -0.03
O 0.0004 -2.6826 0.5639 0.05
O -3.3127 -2.4657 -0.4508 0.01
H 0.0254 1.5772 -4.1405 0.00
H -1.3460 0.7555 -4.9288 0.00
H 0.2776 0.7060 -5.6635 0.00
O -0.9052 0.4471 0.1932 0.02
C -0.4578 0.6463 1.3374 0.00
C 0.8441 0.0346 1.8223 0.00
C 1.8341 1.0306 2.4030 0.00
C 1.5314 1.4069 3.8511 0.00
C 0.2731 2.2526 4.0097 0.00
C -1.0027 1.5114 3.6248 0.00
N -1.1783 1.4260 2.1789 0.00
H 0.5741 -0.7432 2.5559 0.00
H 1.3129 -0.4636 0.9691 0.00
H 2.8240 0.5641 2.3578 0.00
H 1.8744 1.9276 1.7691 0.00
H 1.4337 0.4885 4.4486 0.00
H 2.3870 1.9662 4.2445 0.00
H 0.1785 2.5568 5.0579 0.00
H 0.3642 3.1699 3.4100 0.00
H -0.9965 0.4984 4.0632 0.00
H -1.8708 2.0511 4.0150 0.00
H -2.0917 1.6757 1.7982 0.00
```

Results
orbital gap (spin up / spin down)	5.7 / 6.0	eV
charge	+2
spin multiplicity	2
strongest force on any atom	8.62	eV Å⁻¹
total energy	-2228.3417	hartree
highest occupied orbital energy (spin up / spin down)	-16.0 / -16.0	eV


Entry 6:
Computed, not measured: C14H18CrN4O7S as an isolated structure, with wB97M-V/def2-TZVPD.

```
45
Properties=species:S:1:pos:R:3:mulliken_charge:R:1
Cr -0.4151 -0.0015 -0.0698 -0.41
C -1.0900 -3.4133 2.5950 -1.49
C -1.1197 -2.3058 1.6114 0.77
N -0.1083 -1.6180 1.2016 0.75
O 1.0920 -1.9539 1.7244 -0.51
C -2.3765 -1.8475 0.9535 0.24
C -3.7440 -2.3907 1.1593 -1.60
N -2.0680 -0.8852 0.1760 0.79
O -2.4520 0.0301 -0.6030 -0.46
H -0.1763 -3.3916 3.1811 0.45
H -1.1432 -4.3703 2.0684 0.34
H -1.9552 -3.3497 3.2547 0.41
H 1.7249 -1.3548 1.2820 0.52
H -3.7319 -3.4754 1.0475 0.40
H -4.4428 -1.9597 0.4467 0.34
H -4.0818 -2.1613 2.1722 0.37
C 1.9595 7.6243 2.0437 -1.42
C 1.2332 6.4868 1.3981 0.82
C 0.1644 6.7176 0.5322 -0.89
C -0.5223 5.6719 -0.0514 -0.71
C -0.1020 4.3638 0.2236 0.38
C 0.9840 4.1033 1.0807 0.29
C 1.6367 5.1650 1.6540 -1.10
S -1.0260 3.0965 -0.4259 1.38
O -1.8215 2.4371 0.9518 -0.30
O -2.0832 3.5384 -1.2515 -0.66
N -0.1582 1.8704 -0.8213 0.09
C 1.1862 2.0320 -1.3940 -0.65
C 2.0879 1.0507 -0.6804 0.39
O 3.2597 0.9832 -0.7151 -0.44
O 1.3468 0.0940 0.0757 -0.49
H 1.4014 8.5535 1.9622 0.39
H 2.9286 7.7644 1.5591 0.34
H 2.1497 7.4128 3.0955 0.39
H -0.1372 7.7345 0.3193 0.41
H -1.3639 5.8537 -0.7053 0.54
H 1.3171 3.0928 1.2822 0.27
H 2.4775 4.9860 2.3115 0.45
H 1.5946 3.0335 -1.2735 0.46
H 1.1814 1.7963 -2.4611 0.42
C -0.3938 -0.9287 -1.6260 -0.35
H -1.2763 -1.1327 -2.2262 0.38
H 0.5590 -1.2842 -2.0206 0.33
O -0.6370 1.3357 2.3821 -0.38
N -1.1541 1.2880 1.3454 0.76
```

Results
orbital gap (spin up / spin down)	6.8 / 6.9	eV
charge	+2
strongest force on any atom	1.74	eV Å⁻¹
total energy	-2731.6966	hartree
highest occupied orbital energy (spin up / spin down)	-15.8 / -15.8	eV


- total energy of number 1 (C14H18Cl2N2STl)?
  -2144.9472 hartree


- Which of these has the highest total energy?
  C14H18Cl2N2STl